(1)
The following is a quantum chemistry calculation of the ion C6H17N4O2S with charge +1, from the OMol25 dataset.

Its total charge is +1. Its LUMO energy is -2.7 eV. The spin multiplicity is 1. The energy above the lowest of the compared OMol25 structures with the same formula, charge and spin comes out at 0.00 kcal/mol. The HOMO energy is -13.3 eV. For the total energy, the calculation gives -1006.2236 a.u. The orbital gap comes out at 10.65 eV.

CARTESIAN COORDINATES (ANGSTROEM)
C: 2.672 0.380 -0.180
C: -2.700 -1.812 -0.581
C: 0.505 -0.032 2.169
C: -2.220 1.532 -1.258
C: -1.193 -1.530 -0.911
C: 0.526 -0.757 0.800
N: 2.036 1.549 -0.328
N: 4.011 0.269 -0.432
N: 2.026 -0.700 0.283
N: -0.619 -0.416 -0.091
O: -2.349 0.813 1.287
O: -0.355 2.039 0.548
S: -1.377 1.045 0.286
H: -3.176 -0.812 -0.957
H: -3.077 -2.768 -0.979
H: -2.843 -1.725 0.510
H: 0.889 -0.706 2.947
H: 1.091 0.873 2.270
H: -0.547 0.155 2.382
H: -1.425 1.996 -1.753
H: -2.494 0.633 -1.889
H: -2.981 2.121 -0.984
H: -1.204 -1.199 -1.965
H: -0.563 -2.394 -0.810
H: 0.327 -1.833 0.940
H: 2.350 2.376 -0.793
H: 1.030 1.877 -0.120
H: 4.534 1.063 -0.693
H: 4.683 -0.498 -0.042
H: 2.443 -1.537 0.345

---

(2)
The following is a quantum chemistry calculation of a cluster of 2 separate species, C6H17NO in total, from the OMol25 dataset.

Its LUMO energy is 0.9 eV. The spin multiplicity is 1. The energy above the lowest of the compared OMol25 structures with the same formula, charge and spin comes out at 25.38 kcal/mol. The HOMO energy is -8.5 eV. For the total energy, the calculation gives -368.7604 a.u. The orbital gap comes out at 9.35 eV.

CARTESIAN COORDINATES (ANGSTROEM)
C: -1.094 0.389 -0.244
C: -2.303 0.343 -1.173
C: -2.027 1.089 -2.509
C: -0.147 -0.803 -0.412
N: 1.073 -0.641 0.345
C: 1.662 -1.934 0.684
C: 2.016 0.360 -0.079
H: -1.448 0.476 0.786
H: -0.526 1.306 -0.425
H: -2.608 -0.661 -1.468
H: -3.110 0.861 -0.676
H: -2.695 0.708 -3.280
H: -2.219 2.160 -2.442
H: -0.988 0.944 -2.802
H: -0.631 -1.655 0.036
H: -0.015 -0.893 -1.501
H: 2.623 -1.791 1.061
H: 1.479 -2.685 -0.106
H: 1.044 -2.443 1.448
H: 2.177 0.386 -1.176
H: 3.030 0.094 0.210
H: 1.709 1.339 0.289
H: 1.437 1.089 3.226
H: 0.313 0.394 2.393
O: 0.496 1.013 3.108

---

(3)
The following is a quantum chemistry calculation of a cluster of 2 separate species, C6H17NO in total, from the OMol25 dataset.

Its LUMO energy is 1.0 eV. The spin multiplicity is 1. The energy above the lowest of the compared OMol25 structures with the same formula, charge and spin comes out at 48.21 kcal/mol. The HOMO energy is -8.8 eV. For the total energy, the calculation gives -368.7240 a.u. The orbital gap comes out at 9.81 eV.

CARTESIAN COORDINATES (ANGSTROEM)
C: 1.374 -0.379 -1.210
C: 0.631 -0.580 -2.555
C: 0.838 0.893 -0.592
N: -0.351 0.840 0.313
C: 0.050 0.106 1.505
C: -0.925 -1.090 1.788
C: -1.263 -1.974 0.640
H: 1.492 -1.170 -0.457
H: 2.430 -0.237 -1.401
H: 1.121 -0.505 -3.522
H: 0.275 -1.642 -2.715
H: -0.221 0.036 -2.806
H: 0.496 1.710 -1.253
H: 1.586 1.505 -0.017
H: -1.256 0.547 0.017
H: 0.195 0.835 2.353
H: 1.089 -0.293 1.414
H: -0.406 -1.632 2.581
H: -1.711 -0.691 2.409
H: -1.945 -2.786 0.785
H: -0.383 -2.516 0.163
H: -1.589 -1.603 -0.349
H: -0.402 3.071 0.315
H: -0.747 3.696 1.730
O: -0.378 3.862 0.863